[1]
C11H14N | ωB97M-V/def2-TZVPD

Summary:
Total charge = +1
Calculated total energy = -13115.833 eV
HOMO energy = -0.4766 hartree
Spin multiplicity = 1
Orbital gap = 0.361 hartree

```
26
Properties=species:S:1:pos:R:3:nbo_charge:R:1
C 1.22204 -1.89240 -0.54738 -0.659
C 0.74411 -0.45890 -0.29250 0.281
C -0.63078 -0.24006 -0.45430 -0.195
C -1.49594 -0.96254 0.35787 -0.197
C -2.76408 -0.54501 0.62505 -0.202
C -3.27560 0.40119 -0.24943 -0.176
C -2.51717 0.90429 -1.26594 -0.185
C -1.14274 0.69938 -1.32741 -0.163
C 1.70620 0.51609 -0.93181 -0.244
C 2.34120 1.35987 -0.11384 -0.155
C 1.96023 1.19994 1.36076 -0.280
N 1.11618 -0.03796 1.42459 -0.564
H 0.65667 -2.34193 -1.44861 0.264
H 1.11886 -2.62211 0.30919 0.241
H 2.19739 -1.86834 -0.77495 0.225
H -1.14592 -1.88988 0.84067 0.217
H -3.40785 -1.13188 1.29949 0.243
H -4.31471 0.77990 -0.13883 0.240
H -2.90737 1.62843 -2.00311 0.235
H -0.44355 1.33312 -1.90599 0.236
H 1.81395 0.31015 -1.98127 0.259
H 3.08180 2.15457 -0.13795 0.252
H 2.88129 1.19146 1.92696 0.242
H 1.34741 2.13705 1.54968 0.243
H 1.57052 -0.73774 1.90257 0.411
H 0.28785 0.11331 1.97650 0.430
```



[2]
C16H21BrN4O9P2SeTc | ωB97M-V/def2-TZVPD

Summary:
Expectation value of S² = 3.798
Total charge = +2
Calculated total energy = -197477.791 eV
HOMO energy (spin up / spin down) = -0.5329 / -0.5411 hartree
Spin multiplicity = 4
Orbital gap (spin up / spin down) = 0.281 / 0.262 hartree

```
55
Properties=species:S:1:pos:R:3:nbo_charge:R:1
Tc 0.01515 0.36279 -0.18547 1.509
C 3.48875 -1.84181 -0.27547 -0.644
C 2.86695 -1.87941 1.10253 -0.456
O 3.60365 -2.57261 2.06863 -0.707
P 1.23215 -2.69791 1.16103 2.439
O 1.28245 -4.13561 0.56183 -0.964
O 0.80305 -2.90361 2.64883 -0.984
O 0.23265 -1.89041 0.38613 -1.177
P 2.42695 -0.21931 1.79883 2.385
O 3.85895 0.39059 2.08173 -0.985
O 1.55045 -0.40241 2.98103 -1.151
O 1.77475 0.62629 0.69043 -1.043
H 3.63435 -2.85751 -0.64627 0.248
H 4.45145 -1.32931 -0.23877 0.244
H 2.83235 -1.30381 -0.96047 0.225
H 4.48795 -2.18731 2.17333 0.503
H 1.61115 -4.81811 1.15143 0.545
H 0.99565 -2.12431 3.20473 0.561
H 3.90015 1.20509 2.58703 0.536
N 2.15845 2.34469 -3.15067 -0.725
C 1.32945 2.00459 -2.18107 0.728
O 1.07435 0.79699 -1.95107 -0.624
C 0.68055 3.05799 -1.33337 -0.546
C -0.51205 2.43359 -0.60227 -0.546
H 2.61285 1.62509 -3.69777 0.433
H 2.37635 3.30829 -3.36017 0.433
H 0.39845 3.93769 -1.91277 0.259
H 1.41755 3.37999 -0.59077 0.269
H -1.41095 2.50849 -1.21857 0.228
H -0.73135 3.04339 0.27363 0.246
O -2.16845 0.19959 5.66453 -0.596
C -1.78815 0.26099 4.41093 0.429
C -2.24435 -0.58421 3.38473 -0.314
C -1.78095 -0.39641 2.10833 0.095
N -0.87605 0.52759 1.74453 -0.542
C -0.44195 1.33659 2.73063 0.210
Br 0.77885 2.71759 2.39823 0.153
C -0.87345 1.25169 4.03373 -0.308
H -2.80655 -0.50491 5.85543 0.513
H -2.95355 -1.37241 3.58373 0.249
H -2.17135 -1.01941 1.31453 0.205
H -0.50675 1.94099 4.77663 0.271
Se -1.92485 -2.18561 -0.93047 1.150
N -1.49765 -0.43081 -1.32207 -0.765
C -2.12785 -0.12341 -2.48007 0.257
C -2.00435 1.03819 -3.26097 -0.286
C -2.79455 1.19119 -4.37747 -0.097
C -3.71695 0.21409 -4.78567 -0.196
C -3.79565 -0.97921 -4.11877 -0.146
C -2.99745 -1.16831 -2.97567 0.067
N -2.98745 -2.27671 -2.24997 -0.551
H -1.26515 1.78469 -3.02717 0.213
H -2.70495 2.08759 -4.97177 0.239
H -4.34815 0.40839 -5.63897 0.250
H -4.44505 -1.77971 -4.43297 0.258
```



| no. | largest force on an atom (eV/A) |
| --- | --- |
| 1 | 4.225 |
| 2 | 1.493 |